1.
This record from the Open Molecules 2025 dataset describes C42H55BN6PtS4Te as an isolated structure. The level of theory is wB97M-V/def2-TZVPD.

Output
**E**: -3966.44106 hartree
**HOMO-LUMO gap (alpha / beta)**: 5.470 / 4.635 eV
**Multiplicity**: 5
**Strongest force on any atom**: 0.422 eV/Å
**E_HOMO (alpha / beta)**: -10.925 / -13.068 eV
**Charge**: +2
**⟨S²⟩**: 6.036

Each line ends with the Löwdin spin population.
Geometry (Å):
Pt: 2.249 -0.468 0.157  0.548
Te: 3.045 1.895 -1.286  0.304
S: 2.361 -2.472 1.904  0.556
S: 4.573 0.109 -0.702  0.079
S: 1.255 -1.559 -1.614  0.561
S: 2.610 0.484 2.284  0.306
N: -1.308 0.134 2.533  0.009
N: -0.584 -0.122 -0.403  0.289
N: -1.381 -2.453 0.689  0.009
N: -1.607 0.754 -0.313  0.246
N: -0.153 -2.114 1.066  0.045
N: -0.035 0.165 2.120  0.021
C: -1.800 -3.682 0.903  0.016
C: 7.510 1.500 2.481  0.008
C: -2.437 0.811 -1.351  0.086
C: 1.167 -5.193 2.746  0.015
C: -3.537 -5.479 0.569  0.000
C: 7.679 0.312 1.784  0.000
C: 3.259 2.369 -6.131  0.006
C: -4.896 1.174 -1.570  0.003
C: 0.268 -4.245 2.014  0.027
C: -4.219 -3.097 0.924  0.001
C: 4.440 2.071 -4.019  0.013
C: -1.178 -0.806 -2.644  0.108
C: 5.490 1.944 1.247  0.014
C: -3.580 2.154 4.091  0.000
C: 6.763 -0.064 0.814  0.005
C: -3.609 2.506 0.098  0.002
C: -3.130 0.163 5.554  0.001
C: -1.612 0.723 3.664  0.009
C: 0.711 -2.945 1.660  0.050
C: -3.546 1.845 -1.276  0.002
C: 1.791 1.943 4.869  0.005
C: -3.088 -3.771 -1.205  0.002
C: 0.615 2.000 -3.459  0.016
C: 2.053 2.255 -5.458  0.000
C: 0.968 0.675 2.828  0.017
C: 5.667 0.754 0.554  0.004
C: -0.285 -0.803 -1.598  0.220
C: 0.691 1.334 4.054  0.011
C: 6.420 2.315 2.208  0.000
C: 5.757 2.070 -3.287  0.008
C: 1.989 2.037 -4.087  0.007
C: -2.325 -0.022 -2.481  0.222
C: -3.162 -4.021 0.309  0.002
C: -0.615 1.365 4.436  -0.001
C: 4.435 2.281 -5.391  0.002
C: -3.256 2.917 -2.340  0.006
C: -0.916 -1.567 -3.911  0.006
C: 3.292 2.589 -7.618  0.001
C: -3.060 0.708 4.121  0.001
C: 3.199 1.925 -3.388  0.033
C: -3.906 -0.171 3.206  0.000
C: -0.992 -4.592 1.615  -0.004
B: 0.204 -0.596 0.772  0.044
H: -3.965 -2.050 0.757  0.000
H: 6.903 -0.982 0.258  0.000
H: -4.956 -0.073 3.484  0.000
H: -3.879 1.781 0.867  0.000
H: 5.956 1.119 -2.795  0.001
H: 0.600 1.586 -2.449  0.010
H: -4.313 -3.267 1.998  0.000
H: 1.124 2.347 -6.011  0.000
H: 0.645 -6.119 2.974  0.001
H: 1.384 2.477 5.724  0.000
H: 0.187 3.003 -3.414  0.000
H: -3.792 0.107 2.159  0.000
H: -4.616 2.173 4.429  0.000
H: -3.180 2.484 -3.338  0.002
H: 2.606 3.384 -7.910  0.000
H: 5.786 2.856 -2.527  0.004
H: 4.290 2.853 -7.960  0.000
H: -1.667 -1.329 -4.662  0.000
H: -4.049 -4.012 -1.659  0.000
H: -4.063 3.650 -2.349  0.000
H: -2.324 3.442 -2.117  0.000
H: 2.471 1.170 5.233  0.001
H: -3.623 -1.219 3.305  0.000
H: -1.363 -5.583 1.835  0.000
H: 2.985 1.684 -8.143  0.000
H: -3.063 0.016 -3.267  0.012
H: -2.656 2.955 0.373  0.001
H: 0.070 -1.339 -4.319  0.002
H: 8.234 1.797 3.226  0.000
H: -0.059 1.391 -4.061  0.002
H: 2.048 -5.431 2.148  0.005
H: -4.968 0.817 -2.597  0.000
H: -2.327 -4.403 -1.670  0.000
H: -2.856 -2.726 -1.417  0.002
H: -0.950 -2.643 -3.727  0.002
H: -3.642 -5.691 1.635  0.000
H: -2.810 -6.172 0.141  0.000
H: -3.542 2.568 3.083  0.000
H: -5.696 1.899 -1.419  0.000
H: -5.188 -3.299 0.467  0.000
H: 8.534 -0.319 1.984  0.000
H: 5.386 2.393 -5.898  0.000
H: -4.499 -5.686 0.101  0.000
H: -0.892 1.868 5.353  0.000
H: 4.654 2.599 1.034  0.007
H: -4.371 3.286 0.084  0.000
H: -2.645 0.821 6.277  0.000
H: 6.296 3.249 2.737  0.000
H: -5.071 0.331 -0.899  0.000
H: 6.572 2.256 -3.982  0.000
H: 2.383 2.638 4.272  0.002
H: -4.175 0.074 5.849  0.000
H: 1.521 -4.748 3.677  0.004
H: -2.674 -0.827 5.625  0.000
H: -3.004 2.804 4.752  0.000

***

2.
This record from the Open Molecules 2025 dataset describes C42H55GeN3O7PRuS4Si3 as an isolated structure in a non-equilibrium geometry. The level of theory is wB97M-V/def2-TZVPD.

Output
**E**: -7298.64652 hartree
**HOMO-LUMO gap**: 6.083 eV
**Strongest force on any atom**: 4.140 eV/Å
**E_HOMO**: -9.165 eV
**Charge**: +1

Each line ends with the Löwdin charge.
Geometry (Å):
Ru: -0.413 -0.357 0.410  0.775
Ge: -0.846 1.300 -1.591  0.783
S: 1.873 0.854 -3.330  0.804
S: -4.731 -1.790 0.935  1.123
S: 2.569 1.142 0.265  0.635
S: 0.142 -4.011 -2.504  1.140
P: 0.338 -1.874 2.105  1.072
Si: -0.267 3.316 -2.950  0.406
Si: -2.680 0.467 -3.067  0.392
Si: -1.466 3.800 1.979  0.451
O: 3.207 1.553 1.474  -0.242
O: -0.562 2.479 1.330  -0.348
O: 1.757 2.337 -0.337  -0.211
O: 1.837 -2.047 -1.822  -0.111
O: 0.788 0.373 -2.353  -0.709
O: 1.697 -0.004 0.385  -0.426
O: 2.034 -0.160 -4.384  -0.442
N: -2.388 -1.033 0.355  -0.068
N: -0.436 1.180 1.873  -0.108
N: -0.309 -1.971 -1.008  0.003
C: 6.083 0.385 -1.374  -0.051
C: -2.007 -3.184 2.541  -0.114
C: 1.387 4.174 -2.631  -0.215
C: -2.597 4.277 0.585  -0.132
C: -2.510 -5.331 1.613  -0.060
C: 0.579 -2.057 4.858  -0.065
C: -3.626 -2.999 0.331  -0.373
C: -2.393 3.299 3.525  -0.141
C: 4.526 0.383 -3.204  -0.080
C: -0.247 2.701 -4.740  -0.232
C: 0.788 -0.204 6.368  -0.047
C: -2.970 -4.056 2.015  -0.188
C: 0.340 0.186 4.019  -0.186
C: 2.409 -3.312 0.863  -0.110
C: 0.352 -1.197 3.789  -0.294
C: 0.104 1.246 3.038  -0.089
C: -0.184 5.108 2.283  -0.146
C: -1.446 -2.779 -0.975  -0.317
C: -4.111 -0.541 -2.373  -0.217
C: -3.563 2.044 -3.618  -0.236
C: -2.550 -2.295 -0.171  -0.365
C: -3.486 -0.618 0.941  -0.617
C: 2.067 -2.417 1.875  -0.321
C: 3.730 -3.667 0.649  -0.065
C: 3.453 0.638 -2.358  -0.259
C: -1.491 4.756 -2.930  -0.223
C: 0.772 -1.574 6.142  -0.042
C: 5.824 0.265 -2.727  -0.046
C: 0.586 0.665 5.313  -0.020
C: -1.166 -5.644 1.623  -0.059
C: 4.737 -3.109 1.422  -0.068
C: 4.412 -2.194 2.412  -0.065
C: 3.747 0.814 -1.000  -0.238
C: -3.672 0.738 1.514  -0.059
C: -1.389 -3.899 -1.731  -0.311
C: -0.226 -4.664 1.918  -0.069
C: -1.938 -0.468 -4.524  -0.201
C: 3.088 -1.853 2.638  -0.078
C: -0.660 -3.390 2.281  -0.336
C: 2.748 -2.698 -2.716  -0.055
C: 5.038 0.661 -0.507  -0.048
C: 0.617 -2.519 -1.746  -0.649
H: 0.357 2.238 3.400  0.126
H: -2.106 2.323 3.916  0.021
H: -3.076 3.404 0.138  0.027
H: 1.078 2.648 0.305  0.072
H: -1.146 3.012 -5.273  0.030
H: -2.215 4.029 4.316  0.044
H: 3.973 -4.392 -0.118  0.110
H: 2.476 -2.463 -3.744  0.095
H: 0.827 -4.900 1.884  0.099
H: -3.877 -4.116 2.612  0.132
H: -1.064 -1.052 -4.224  0.015
H: -2.336 -2.228 2.940  0.111
H: -3.810 2.661 -2.750  0.018
H: 0.609 1.734 5.488  0.120
H: -2.671 -1.151 -4.958  0.032
H: 0.612 3.140 -5.250  0.040
H: -3.793 0.699 2.597  0.091
H: -2.804 1.341 1.264  0.029
H: 5.190 -1.751 3.020  0.111
H: 4.320 0.256 -4.258  0.111
H: -0.639 6.021 2.671  0.045
H: -4.825 -0.683 -3.187  0.043
H: 1.244 5.045 -1.988  0.029
H: -3.466 3.275 3.332  0.040
H: -4.630 -0.020 -1.567  0.018
H: -1.317 5.325 -3.846  0.043
H: 0.567 4.785 3.007  0.037
H: -2.539 4.470 -2.916  0.004
H: -0.839 -6.642 1.362  0.113
H: 0.333 5.364 1.356  0.040
H: -0.160 1.624 -4.850  -0.017
H: -3.240 -6.062 1.285  0.116
H: 2.858 -1.141 3.420  0.107
H: 7.089 0.282 -0.992  0.114
H: -2.138 -4.660 -1.859  0.087
H: 2.154 3.559 -2.178  -0.011
H: 5.768 -3.392 1.259  0.109
H: -4.113 -3.709 -0.328  0.117
H: 2.755 -3.775 -2.532  0.075
H: 1.640 -3.750 0.241  0.087
H: 1.769 4.528 -3.591  0.039
H: 5.213 0.780 0.552  0.112
H: 0.930 -2.262 6.961  0.115
H: 0.614 -3.124 4.674  0.119
H: -1.312 5.432 -2.094  0.009
H: -3.825 -1.528 -2.016  0.001
H: -2.034 4.777 -0.202  0.014
H: 6.635 0.089 -3.422  0.116
H: 0.962 0.184 7.362  0.115
H: -1.619 0.212 -5.311  0.020
H: -4.499 1.814 -4.133  0.036
H: 3.725 -2.282 -2.489  0.098
H: -2.962 2.644 -4.296  -0.001
H: -4.568 1.203 1.098  0.097
H: -3.378 4.962 0.918  0.050

***

- Which of these has the lowest strongest force on any atom?
  C42H55BN6PtS4Te

***

- Look up the strongest force on any atom of the second one.
  4.140 eV/Å

***

- Which of these has the lowest strongest force on any atom?
  C42H55BN6PtS4Te

***

- What is the formula in the second record?
  C42H55GeN3O7PRuS4Si3